22
Properties=species:S:1:pos:R:3:lowdin_charge:R:1 method="wB97M-V/def2-TZVPD" multiplicity=1 max_force_ev_per_a=0.94 total_charge=-1 orbital_gap_ha=0.3082 e_tot_ev=-12008.57725
C -0.351 -1.073 0.044 -0.28
N -0.926 -0.808 -1.249 -0.07
C -0.120 0.172 -2.049 -0.42
O -0.074 1.398 -1.490 -0.18
C -1.414 -0.999 1.134 -0.26
C -1.933 0.430 1.293 -0.12
H 0.399 -0.314 0.251 0.09
H 0.152 -2.047 0.057 0.11
H -1.011 -1.662 -1.783 0.08
H -0.611 0.219 -3.035 0.09
H 0.884 -0.280 -2.201 0.11
H -2.248 -1.647 0.849 0.09
H -1.042 -1.372 2.093 0.09
H -1.120 1.152 1.353 0.07
H -2.560 0.543 2.182 0.05
H -2.519 0.716 0.421 0.06
H 2.694 -0.454 1.807 0.00
H 2.901 0.632 0.769 -0.03
O 3.403 0.079 1.432 -0.14
H 0.921 1.519 -0.863 -0.02
H 2.573 2.193 -0.759 -0.02
O 2.000 1.605 -0.256 -0.28